No. 1
{
  "formula": "C3H10N2O",
  "method": "ωB97M-V/def2-TZVPD",
  "lumo_ha": 0.0357,
  "relative_energy_kcal_mol": 58.1,
  "homo_ev": -9.0,
  "smiles": "C=CO.NCN",
  "species": ["C", "C", "O", "H", "H", "H", "H", "N", "C", "N", "H", "H", "H", "H", "H", "H"],
  "coordinates": [[0.55688, -0.25178, -2.23907], [1.73447, 0.34306, -2.13017], [2.83849, 0.12905, -2.95292], [0.64989, -1.17181, -2.82253], [-0.34024, -0.00547, -1.68536], [1.85256, 1.16613, -1.39594], [3.16948, -0.73813, -2.71409], [-0.69091, 0.58072, 2.87004], [-1.63046, -0.45779, 2.48057], [-2.49074, -0.18153, 1.35717], [0.30219, 0.42692, 2.77867], [-0.77734, 1.00202, 3.78151], [-2.22064, -0.70466, 3.38967], [-1.04910, -1.30364, 2.11208], [-3.25940, 0.47374, 1.37430], [-2.88817, -1.03049, 0.97775]],
  "forces_ev_per_a": [[1.164, -1.265, -0.360], [-0.506, 1.873, 0.704], [-0.584, -0.270, 0.874], [-0.928, 0.271, -0.316], [0.312, -0.034, 0.130], [0.192, -0.285, -0.752], [0.334, -0.289, -0.246], [0.228, 0.850, -0.136], [0.107, 0.006, 1.073], [-0.265, 0.200, -1.392], [-0.212, -0.504, -0.615], [-0.721, -0.213, 0.006], [0.362, -0.259, -0.363], [-0.106, -0.297, 0.504], [0.334, 0.336, 0.827], [0.291, -0.120, 0.062]]
}

No. 2
{
  "formula": "C45H55BeN2O4S2SbSi3Te",
  "method": "ωB97M-V/def2-TZVPD",
  "lumo_ha": -0.0188,
  "relative_energy_kcal_mol": 0.0,
  "homo_ev": -7.9,
  "species": ["Be", "C", "C", "C", "C", "C", "O", "C", "C", "C", "C", "C", "C", "C", "O", "C", "C", "C", "N", "C", "C", "Te", "C", "C", "C", "C", "C", "C", "C", "C", "C", "C", "C", "C", "H", "H", "H", "H", "H", "H", "H", "H", "H", "H", "H", "H", "H", "H", "H", "H", "H", "H", "H", "H", "H", "H", "H", "H", "O", "S", "O", "N", "C", "S", "C", "C", "C", "C", "C", "C", "H", "H", "H", "H", "C", "Si", "C", "C", "Sb", "Si", "C", "C", "C", "Si", "C", "C", "C", "H", "H", "H", "H", "H", "H", "H", "H", "H", "H", "H", "H", "H", "H", "H", "H", "H", "H", "H", "H", "H", "H", "H", "H", "H", "H", "H"],
  "coordinates": [[1.36987, 0.12579, -0.35207], [-3.78466, 4.25249, -0.24250], [-2.58981, 3.37377, -0.02219], [-2.04565, 3.21114, 1.24552], [-0.95238, 2.39664, 1.53903], [-0.71260, 2.11556, 3.00151], [-0.53590, 0.98023, 3.39523], [-0.70051, 3.32827, 3.87981], [-1.06189, 3.16140, 5.21722], [-1.06718, 4.24794, 6.08570], [-0.71510, 5.48970, 5.62484], [-0.45617, 5.67539, 4.26972], [-0.39660, 4.58944, 3.37529], [-0.30531, 1.75970, 0.49366], [0.78762, 1.07204, 0.67735], [-0.90160, 1.86770, -0.80509], [-1.99234, 2.70013, -1.08047], [-0.42998, 1.04492, -1.92245], [0.59606, 0.23265, -1.80561], [1.02190, -0.55269, -2.95749], [1.70627, 0.37062, -4.05284], [3.50689, 1.37286, -3.41706], [2.61675, 3.03064, -2.53367], [2.49908, 3.10663, -1.14742], [1.85549, 4.15584, -0.54427], [1.24213, 5.16056, -1.28325], [1.25059, 5.04746, -2.69197], [2.00709, 4.03027, -3.32039], [-1.21967, 1.05857, -3.22597], [-1.94827, -0.03915, -3.50881], [-2.76988, -0.08014, -4.65720], [-2.78753, 1.01374, -5.49200], [-2.00752, 2.13509, -5.23973], [-1.24257, 2.16329, -4.06484], [-3.48515, 5.26201, -0.04516], [-4.62908, 4.08310, 0.46050], [-4.17760, 4.14301, -1.21985], [-2.49205, 3.77825, 2.04514], [-1.39273, 2.17811, 5.57201], [-1.40021, 4.07365, 7.12872], [-0.80529, 6.29104, 6.29251], [-0.27850, 6.67558, 3.93812], [-0.18440, 4.77792, 2.32044], [-2.44320, 2.81941, -2.03637], [0.23315, -1.11378, -3.41738], [1.75336, -1.26573, -2.58804], [1.05600, 1.18332, -4.32700], [2.00488, -0.12980, -4.97508], [2.99398, 2.38272, -0.56629], [1.94338, 4.19331, 0.54558], [0.79732, 6.04338, -0.82325], [0.80794, 5.80294, -3.31968], [2.03716, 3.97756, -4.42239], [-1.95752, -0.86098, -2.82417], [-3.50527, -0.85307, -4.87470], [-3.47522, 1.03310, -6.29613], [-2.03486, 3.02382, -5.84739], [-0.63940, 3.02049, -3.86875], [6.06559, 0.98895, 2.26588], [5.72397, 1.09145, 0.88219], [5.92691, 2.32626, 0.19900], [4.15227, 0.58181, 0.61455], [4.15930, -0.61261, 0.14178], [2.70838, -1.46266, -0.15841], [5.48662, -1.21808, -0.23246], [5.85105, -2.50302, -0.66827], [7.21433, -2.81290, -0.83401], [8.17313, -1.84636, -0.54214], [7.81747, -0.59251, -0.07596], [6.45699, -0.29281, 0.09256], [5.06242, -3.17758, -0.86455], [7.49618, -3.78281, -1.18321], [9.23492, -2.04571, -0.78572], [8.54922, 0.14346, 0.17290], [-2.05443, -4.42919, 3.40808], [-0.49183, -3.54374, 2.83756], [-0.00153, -2.27940, 4.27570], [0.84258, -4.85016, 2.65247], [-0.82160, -2.34579, 0.63882], [-3.25498, -1.97823, 0.88980], [-3.69257, -1.11537, 2.52020], [-3.72766, -0.77636, -0.44854], [-4.41847, -3.45723, 0.61952], [-0.93205, -4.34739, -0.90300], [0.77387, -4.73990, -1.53780], [-1.72754, -5.80569, -0.07121], [-1.99675, -3.96018, -2.42284], [-1.82423, -4.88187, 4.36225], [-2.32515, -5.23859, 2.69147], [-2.93585, -3.81557, 3.47272], [-0.17352, -2.78770, 5.21407], [-0.54968, -1.34392, 4.21269], [1.08192, -2.05613, 4.19238], [1.17356, -5.28178, 3.61448], [1.74014, -4.37714, 2.20103], [0.47685, -5.59570, 1.94270], [-2.98071, -0.27462, 2.66202], [-3.60696, -1.74198, 3.40424], [-4.65190, -0.70630, 2.51433], [-2.95223, -0.01211, -0.51222], [-4.69675, -0.28469, -0.17551], [-3.95605, -1.29126, -1.40329], [-4.38542, -4.22203, 1.38569], [-4.22871, -3.94332, -0.32164], [-5.40187, -3.00576, 0.50131], [1.47014, -4.83569, -0.65950], [1.10236, -3.90344, -2.09569], [0.84319, -5.64000, -2.08767], [-1.02545, -6.40692, 0.50672], [-2.30278, -6.53015, -0.73688], [-2.48894, -5.41535, 0.60564], [-1.34794, -3.36436, -3.08319], [-2.93041, -3.43119, -2.23362], [-2.26273, -4.88658, -2.94635]],
  "forces_ev_per_a": [[0.012, -0.320, 0.413], [-0.259, -0.204, 1.503], [0.054, -0.290, -0.482], [0.220, -0.083, -0.045], [-1.164, 0.587, 0.654], [0.887, -0.069, -0.762], [-0.317, 0.608, 0.107], [-0.210, -0.619, 0.199], [-0.121, -0.078, 0.220], [-0.379, -1.419, 0.719], [-0.502, -0.593, -1.125], [0.428, -0.658, -0.076], [-0.253, 1.031, 0.869], [0.142, -0.637, -1.191], [0.052, -0.217, 0.124], [0.495, -0.463, -1.284], [-0.364, 0.258, 2.143], [0.491, -0.164, -0.116], [-0.896, 0.628, -0.208], [1.637, 0.810, -1.102], [-0.052, -0.382, 1.027], [0.484, -0.528, -0.085], [-1.054, 0.829, -0.293], [0.209, 0.251, -1.323], [0.016, 0.767, 0.948], [-0.055, -0.223, -1.098], [1.191, -0.454, 0.383], [-0.752, -0.115, 0.406], [1.220, 1.197, 1.244], [-1.826, -1.409, -1.250], [0.072, 0.333, 0.640], [0.219, 0.414, 0.180], [0.468, -0.100, 1.394], [-0.395, -0.207, -1.340], [0.037, 0.859, -0.240], [0.600, -0.273, -0.279], [-0.279, 0.076, -1.054], [-0.231, -0.103, 0.312], [0.317, 0.351, -0.257], [0.377, 0.313, -0.736], [0.171, 1.272, 0.675], [0.187, 0.404, -0.367], [0.022, -0.246, 0.398], [0.000, -0.231, -0.644], [-0.598, -0.176, -0.143], [0.087, -0.032, -0.067], [-0.319, 0.140, -0.175], [-0.207, -0.345, 0.240], [0.441, -0.797, 0.809], [-0.354, 0.175, -0.289], [-0.010, -0.375, 0.005], [-0.209, 0.181, 0.018], [0.103, 0.066, 0.673], [-0.002, -0.437, 0.305], [0.516, -0.230, 0.331], [-0.462, -0.061, -0.855], [-0.053, -0.017, -0.296], [0.317, 0.509, 0.351], [-0.097, 0.169, 0.313], [-0.421, -0.262, -0.130], [0.137, 0.332, -0.293], [0.598, 0.223, 0.464], [-0.221, -0.391, -0.699], [-0.456, -0.160, -0.115], [0.384, 0.027, 0.767], [0.690, 1.251, 0.230], [-1.282, 0.847, 0.355], [0.798, -0.078, -0.678], [-1.144, 0.211, 0.202], [1.540, -0.910, -0.552], [-0.540, -0.889, -0.273], [0.159, -0.390, -0.161], [-0.734, 0.040, 0.446], [0.461, 0.312, 0.071], [0.142, -0.697, -1.186], [0.204, 0.672, 1.649], [0.479, -0.833, -1.694], [0.676, 0.590, -0.192], [0.832, 0.358, -0.134], [-1.365, -0.248, 0.407], [2.374, -0.267, -0.008], [-1.192, 0.221, -0.181], [0.432, 0.563, 0.028], [-0.662, -0.395, -0.577], [0.341, 0.151, 2.392], [-1.045, -1.195, -0.281], [0.414, 0.127, -0.071], [-0.116, -0.162, 0.405], [0.317, 0.369, 0.534], [-0.249, 0.398, 0.285], [-0.127, -0.069, 0.362], [-0.067, 0.028, 0.075], [-0.562, -0.022, 0.039], [-0.375, -0.024, -0.443], [-0.398, -0.240, 0.171], [0.185, -0.236, 0.263], [-0.269, -0.357, -0.036], [0.081, -0.132, 0.047], [-1.769, 0.626, -0.223], [-0.143, 0.086, -0.424], [0.739, -0.217, -0.068], [0.553, 0.382, 0.274], [-0.243, -0.001, 0.274], [0.276, -0.246, -0.501], [-0.320, -0.128, 0.358], [-0.513, 0.098, -0.732], [0.570, 0.833, -0.810], [-0.044, -0.946, -0.794], [-0.006, 0.023, 0.109], [0.902, 0.950, 0.454], [0.067, -0.103, 0.124], [-0.397, -0.012, -0.072], [0.075, 0.150, 0.065], [0.182, 0.075, 0.058]]
}

No. 3
{
  "formula": "C19H11BrN2O6RuS",
  "method": "ωB97M-V/def2-TZVPD",
  "multiplicity": 5,
  "lumo_ha": [-0.0191, -0.0924],
  "homo_ev": [-8.7, -9.3],
  "species": ["Ru", "O", "C", "O", "C", "C", "C", "C", "C", "N", "C", "O", "O", "H", "H", "H", "Br", "C", "C", "C", "C", "C", "N", "C", "O", "O", "H", "H", "H", "S", "C", "C", "C", "C", "C", "C", "H", "H", "H", "H", "H"],
  "coordinates": [[-0.60487, 0.39723, -0.07356], [1.60307, -0.18314, -3.39042], [1.15541, -0.07630, -2.28265], [-0.10217, 0.20838, -1.97485], [2.01493, -0.25815, -1.04982], [3.34887, -0.60351, -0.98787], [3.91844, -0.78880, 0.26774], [3.15616, -0.64024, 1.42247], [1.82934, -0.29176, 1.28175], [1.32254, -0.10251, 0.07056], [0.78726, -0.13702, 2.36782], [1.04960, -0.27970, 3.52918], [-0.40548, 0.16620, 1.87188], [3.90582, -0.73155, -1.90506], [4.96102, -1.06634, 0.34695], [3.56095, -0.79679, 2.41213], [-3.29594, -1.68348, -0.32285], [-3.66856, 0.15827, -0.25529], [-4.96636, 0.62128, -0.29115], [-5.16581, 1.99425, -0.24132], [-4.07920, 2.84712, -0.15910], [-2.81063, 2.30465, -0.12552], [-2.61798, 0.97480, -0.17380], [-1.56184, 3.19342, -0.02782], [-1.74640, 4.39233, 0.01823], [-0.44532, 2.56102, -0.01568], [-5.78798, -0.07538, -0.35524], [-6.17271, 2.38977, -0.26686], [-4.17046, 3.92241, -0.11682], [0.25173, -3.09317, -0.02690], [0.56752, -4.76858, 0.00018], [0.73971, -5.44781, 1.22494], [0.99844, -6.80288, 1.23874], [1.09880, -7.50476, 0.03992], [0.93524, -6.85059, -1.17870], [0.66925, -5.49702, -1.20419], [0.66408, -4.88392, 2.14502], [1.12510, -7.31930, 2.18092], [1.30559, -8.56700, 0.05535], [1.01392, -7.40380, -2.10514], [0.53424, -4.97087, -2.13981]],
  "forces_ev_per_a": [[0.090, 0.057, -0.019], [-0.025, -0.052, -0.038], [0.007, 0.150, -0.024], [-0.028, -0.067, 0.054], [-0.054, -0.037, 0.070], [0.039, -0.027, -0.016], [0.001, -0.006, 0.014], [0.042, -0.013, 0.004], [-0.025, -0.009, -0.079], [0.107, 0.020, 0.012], [-0.030, 0.118, 0.007], [-0.015, -0.044, 0.039], [-0.001, -0.093, 0.009], [-0.001, 0.001, 0.000], [0.003, 0.013, -0.001], [-0.001, 0.001, -0.001], [-0.030, -0.012, 0.001], [0.062, 0.033, -0.002], [-0.039, 0.011, -0.001], [-0.013, -0.012, -0.005], [-0.010, 0.019, 0.006], [0.035, -0.038, 0.025], [-0.072, -0.036, -0.022], [0.060, -0.004, -0.073], [-0.009, 0.021, 0.021], [-0.075, 0.042, 0.022], [-0.003, 0.002, -0.002], [0.000, -0.003, -0.001], [0.002, 0.000, 0.001], [-0.042, 0.021, 0.006], [0.041, -0.049, -0.012], [-0.008, -0.010, -0.028], [0.010, 0.005, -0.003], [-0.002, 0.003, -0.001], [-0.012, 0.004, 0.003], [-0.005, -0.014, 0.030], [-0.010, 0.005, 0.000], [0.005, -0.002, -0.002], [-0.003, 0.001, 0.001], [0.002, -0.001, 0.003], [0.007, 0.002, 0.003]]
}

No. 4
{
  "formula": "C3H40O17",
  "method": "ωB97M-V/def2-TZVPD",
  "multiplicity": 2,
  "lumo_ha": [-0.1176, -0.3646],
  "relative_energy_kcal_mol": 0.0,
  "homo_ev": [-12.6, -12.6],
  "total_charge": 1,
  "species": ["O", "H", "H", "O", "H", "H", "O", "H", "H", "O", "H", "H", "O", "H", "H", "O", "H", "H", "O", "H", "H", "O", "H", "H", "O", "H", "H", "O", "H", "H", "O", "H", "H", "O", "H", "H", "O", "H", "H", "O", "H", "H", "O", "H", "H", "O", "H", "H", "C", "C", "C", "O", "H", "H", "H", "H", "H", "H", "H", "H"],
  "coordinates": [[29.50336, 10.00461, -21.79951], [29.18706, 9.12649, -21.58718], [28.76908, 10.42173, -22.25014], [24.60727, 7.43328, -25.26831], [24.60642, 6.62657, -24.75310], [25.52377, 7.70916, -25.28070], [23.77216, 13.36867, -21.38162], [23.84842, 13.97247, -22.12043], [24.42736, 13.67352, -20.75392], [26.53766, 10.45462, -18.34311], [27.22849, 10.96974, -17.92640], [26.40618, 9.71010, -17.75605], [22.34880, 5.11630, -20.07134], [23.04477, 5.39771, -20.66519], [21.81101, 4.52312, -20.59588], [25.68527, 5.32950, -20.80186], [26.34436, 5.96831, -21.07343], [25.25286, 5.73542, -20.05053], [22.52693, 11.60050, -19.88734], [22.77513, 11.96921, -20.73509], [23.07755, 12.06167, -19.25458], [25.14723, 5.09370, -23.78192], [25.92447, 4.55715, -23.93762], [25.13365, 5.22713, -22.83416], [29.24391, 7.88300, -19.84299], [30.07818, 8.05620, -19.40682], [28.59971, 7.87680, -19.13503], [27.20327, 7.56739, -24.83602], [28.06287, 7.79042, -25.19320], [27.39167, 7.18074, -23.98090], [27.37794, 12.32052, -21.69100], [26.76052, 11.59869, -21.57278], [27.29067, 12.84388, -20.89431], [22.03675, 6.46660, -23.28300], [22.80343, 6.68350, -23.81346], [21.63575, 5.72329, -23.73346], [21.16494, 9.03190, -23.56409], [21.33984, 8.09140, -23.53100], [21.10315, 9.29694, -22.64639], [24.86608, 6.32118, -18.06348], [24.42483, 5.49676, -17.85891], [24.23024, 6.99784, -17.83097], [20.61050, 9.91274, -20.93469], [21.13345, 10.42176, -20.31529], [20.43923, 9.08681, -20.48221], [27.58848, 7.36935, -21.99981], [28.23155, 7.30879, -21.29339], [27.10500, 8.17472, -21.81583], [24.90827, 10.15241, -22.81812], [25.05898, 9.65856, -21.36940], [24.30240, 8.30980, -21.13629], [26.40067, 9.58610, -20.92322], [25.15499, 11.21300, -22.86701], [23.86884, 10.12406, -23.14503], [25.57875, 9.56692, -23.44721], [24.55351, 10.42522, -20.78217], [23.21772, 8.40896, -21.09452], [24.68268, 7.89080, -20.20467], [24.39625, 7.65661, -22.00384], [26.47751, 9.75409, -19.98117]],
  "forces_ev_per_a": [[0.186, 0.055, -0.018], [0.097, -0.167, 0.112], [-0.076, 0.395, -0.115], [-1.750, 0.907, -0.283], [0.504, -1.315, 0.491], [1.508, 0.203, -0.033], [0.205, -0.131, -0.150], [-0.093, 0.177, -0.339], [0.177, 0.198, 0.168], [-0.242, -0.257, -0.391], [0.335, 0.287, 0.012], [-0.166, -0.220, 0.389], [0.099, 0.204, 0.430], [0.154, 0.003, -0.310], [-0.185, -0.166, -0.102], [-0.371, -0.358, -0.568], [0.551, 0.359, -0.244], [-0.142, 0.053, 0.665], [0.053, -0.878, 0.451], [-0.026, 0.541, -0.418], [-0.107, 0.163, 0.261], [-0.346, 0.414, -0.408], [0.197, -0.189, -0.210], [-0.021, -0.126, 0.805], [-0.308, -0.151, -0.004], [0.435, 0.056, -0.070], [-0.154, -0.087, 0.275], [-0.129, 0.159, -0.334], [0.179, 0.164, -0.274], [0.107, -0.162, 0.672], [-0.044, 0.136, -0.265], [-0.055, -0.228, 0.051], [0.186, 0.216, 0.192], [0.218, -0.188, 0.405], [0.149, 0.092, -0.261], [-0.218, -0.293, -0.149], [0.341, 0.448, -0.543], [-0.123, -0.355, -0.019], [-0.320, 0.381, 0.492], [0.401, 0.303, -0.374], [-0.194, -0.402, 0.105], [-0.314, 0.103, 0.124], [-0.087, -0.339, -0.273], [0.297, 0.466, 0.316], [-0.280, -0.267, 0.111], [-0.493, -0.826, -0.608], [0.679, -0.121, 0.372], [-0.058, 0.454, 0.111], [0.291, -0.449, 1.266], [0.156, 0.467, -1.660], [-0.663, -0.078, 0.589], [-1.132, 0.096, -2.078], [0.461, 0.139, -0.131], [-0.047, -0.532, 0.034], [0.013, 0.077, -0.523], [-0.625, 0.026, 0.988], [0.015, 0.625, 0.358], [-0.169, -0.274, -0.188], [0.889, -0.054, -0.201], [0.059, 0.245, 1.297]]
}

Number 1: DFT total energy -8298.9848 eV. Number 2: DFT total energy -118268.5589 eV. Number 3: DFT total energy -118606.5573 eV. Number 4: DFT total energy -38558.8555 eV.